The following is a quantum chemistry calculation of a molecular structure, C30H31F5N7O5Sc, from the OMol25 dataset.

```
79
Properties=species:S:1:pos:R:3:forces:R:3:mulliken_charge:R:1
Sc 0.11942 -0.47096 -0.32252 1.8 -1.8 -0.2 -0.559
F 1.28320 0.10788 -6.29083 -0.3 -0.1 0.2 -0.350
F -3.27862 -1.48558 -3.72039 0.0 0.0 0.1 -0.417
F -0.96672 -0.51718 -7.73166 0.0 0.0 0.2 -0.366
F 1.28614 -0.10082 -3.55580 -0.4 0.0 -0.5 -0.356
F -3.21848 -1.34266 -6.40214 0.2 0.1 0.1 -0.351
O 0.62258 -0.71145 1.82817 -0.2 -0.1 0.3 -0.475
O -0.23201 1.43083 -1.30493 -0.2 0.3 -0.5 0.210
O -1.84791 -0.96979 0.38438 -0.7 -0.1 0.2 -0.610
O -3.98132 -0.69551 -0.19585 -0.9 -0.1 -0.5 -0.920
O -0.98508 -0.92441 -2.24522 -0.5 0.0 0.3 -0.086
N -5.62819 2.46926 -0.51311 2.1 0.1 -1.2 -0.098
N -1.47696 1.43448 1.23500 -0.2 0.0 0.3 -0.152
N 1.32785 -2.01817 -0.68336 -1.3 2.0 0.3 -0.314
N 2.00071 1.86678 -0.90270 0.0 0.5 -0.5 -0.765
N 1.88379 0.91445 0.09692 -0.1 0.0 -0.3 0.547
N -4.19075 3.40021 -2.15672 -0.2 -1.5 1.0 -0.520
N -4.62380 1.04635 -2.15058 0.3 2.2 1.0 -0.270
C -2.88996 -0.30684 0.25626 0.7 0.7 0.5 0.777
C 2.02752 4.38203 -4.26454 0.0 0.1 -0.1 -0.715
C 1.59429 -3.26672 -0.47437 0.3 0.0 -0.3 0.046
C 0.88516 3.10356 -2.57393 -0.1 0.1 -0.2 -0.020
C 1.92799 -1.87004 3.46073 -0.1 0.3 -0.3 -1.745
C 2.04979 3.42675 -3.26779 -0.1 0.0 0.1 -0.443
C -3.89846 1.60042 1.76506 -0.2 -0.3 -0.2 -1.302
C -2.11957 -1.10087 -4.31656 0.2 0.1 0.3 -0.168
C 1.04415 -5.64501 -0.76352 -0.2 -0.2 0.0 -0.445
C 1.79161 -0.88054 2.30153 0.0 0.0 0.3 1.123
C -0.98059 -0.81620 -3.48978 0.0 0.1 -0.7 0.248
C -0.29151 3.77544 -2.89910 0.1 -0.2 0.1 0.189
C 3.11808 -5.04929 0.25979 0.2 -0.1 0.1 -0.490
C -6.10217 1.37666 0.30851 -0.5 -0.7 0.5 -0.867
C 0.71311 -4.32379 -0.89464 -0.2 -0.1 0.0 -0.336
C -4.74176 2.26458 -1.55521 -1.2 -0.2 -0.6 0.255
C -0.31228 4.73942 -3.88725 0.0 0.2 -0.1 -0.417
C 2.81994 -3.71761 0.12928 0.1 0.0 0.2 -0.320
C 0.17146 -0.29425 -5.62582 -0.1 0.0 -0.2 -0.006
C 4.26815 1.35157 0.42494 -0.4 0.0 0.1 -1.577
C 0.16384 -0.39657 -4.25257 0.2 0.0 0.5 0.452
C 2.25177 -6.04258 -0.19005 0.2 -0.6 0.1 -0.387
C 0.84681 5.03687 -4.58659 0.0 0.1 -0.1 -0.350
C -2.10595 -1.01906 -5.69144 0.2 0.1 -0.3 0.129
C -0.96559 -0.60868 -6.36989 -0.1 0.0 0.0 0.604
C -2.81347 1.19541 0.73504 0.3 -0.3 0.3 1.604
C -5.32237 1.05034 1.60881 0.0 0.2 -0.1 -0.478
C 2.96416 0.67302 0.78589 -0.2 0.4 -0.2 1.206
C 2.93230 -0.21468 1.88578 0.1 -0.2 0.0 -1.053
C 0.86577 2.04546 -1.53366 0.8 -0.1 0.8 -0.122
H -1.23327 5.26280 -4.11622 0.0 0.0 -0.1 0.364
H 1.42966 -2.79232 3.17070 0.0 -0.1 0.0 0.333
H -3.94397 2.69912 1.81391 0.1 0.0 0.0 0.328
H 1.44219 -1.47578 4.35624 -0.1 0.0 0.0 0.385
H 2.95796 2.90454 -3.01319 0.1 -0.1 0.1 0.456
H 3.86732 -0.41434 2.39513 0.0 -0.1 0.0 0.101
H -3.33804 3.17543 -2.65880 0.0 0.1 -0.1 0.252
H 5.04511 1.13357 1.15630 0.0 -0.1 0.0 0.405
H 2.97087 -2.08106 3.68504 0.1 0.0 0.0 0.346
H -4.51635 0.24428 -1.49479 -0.1 -0.4 0.5 0.204
H -5.28155 -0.03540 1.68430 -0.1 0.0 0.0 0.298
H -0.23234 -4.02003 -1.33061 0.0 0.0 0.0 0.313
H -4.02856 4.15758 -1.50356 -0.1 0.0 -0.2 0.307
H -3.55160 1.25738 2.74618 0.0 0.1 -0.1 0.323
H -1.18429 3.52358 -2.34500 -0.1 -0.1 0.1 0.144
H -1.16162 0.68682 1.84908 0.1 0.1 0.0 0.077
H 4.05710 -5.33744 0.73090 0.0 0.0 0.0 0.273
H 2.93706 4.61713 -4.80367 0.0 0.0 0.0 0.353
H -5.90126 1.42322 2.46304 0.0 0.0 -0.1 0.558
H -6.10974 0.49147 -0.32337 -0.1 0.0 0.1 0.410
H -7.14235 1.61187 0.57948 0.2 -0.1 -0.2 0.330
H 3.50492 -2.96167 0.49423 0.0 0.1 0.0 0.292
H 0.34270 -6.40223 -1.10874 0.0 0.0 0.0 0.298
H 4.58590 1.00788 -0.55902 0.0 0.0 -0.1 0.283
H 0.82890 5.76439 -5.38818 0.0 0.1 0.0 0.358
H -1.36946 2.33343 1.69143 0.1 -0.1 -0.1 0.277
H -2.93958 1.80412 -0.16910 0.1 0.0 0.0 -0.759
H -3.89080 0.99642 -2.84447 0.1 0.0 -0.3 0.230
H -5.47631 3.33782 -0.01699 -0.1 0.0 -0.2 0.279
H 2.50709 -7.09409 -0.09623 0.0 0.0 0.0 0.304
H 4.09609 2.42553 0.36462 0.1 0.1 -0.1 0.335
```
Forces are in eV/Å.

net charge = -2
2S+1 = 1
E_tot = -3181.4772 hartree
E_LUMO = 0.1180 hartree

---

The following is a quantum chemistry calculation of a molecular structure, C30H31IN3O6PS2Ti, from the OMol25 dataset.

```
75
Properties=species:S:1:pos:R:3:forces:R:3:mulliken_spin:R:1
I 7.42263 -0.03058 -1.69067 0.0 0.0 0.0 0.000
Ti 0.62645 1.13057 -0.29541 1.3 -0.5 0.2 0.896
S 1.05198 0.71504 2.19643 -0.1 0.1 -0.1 -0.004
S -1.21098 1.06720 4.22831 -0.1 0.1 -0.1 0.002
P 2.66699 2.94508 0.42186 -0.2 0.0 -0.4 -0.001
O 4.00751 2.43201 1.10822 0.1 0.1 0.1 -0.002
O -0.72040 -0.24664 -0.11805 0.0 0.0 -0.2 -0.033
O 0.93553 1.94746 -2.05391 -0.2 0.0 0.3 -0.011
O 2.32051 4.06476 1.52825 0.0 0.1 0.1 0.001
O 3.17791 3.95080 -0.74907 0.0 0.0 0.1 0.000
O 0.81244 2.02374 -4.27139 0.0 -0.1 0.0 0.079
N -1.33832 1.96070 1.84837 0.1 -0.2 -0.3 -0.010
N -0.81952 2.47822 0.65253 -0.5 0.5 0.4 0.042
N 1.33520 -0.83618 -2.12472 0.0 -0.1 0.2 0.205
C 0.92332 1.37870 -3.23431 0.1 0.1 0.0 0.032
C -3.12320 -3.87137 3.58705 0.0 0.0 0.0 0.000
C -2.37037 -2.29008 5.22768 0.0 0.0 0.0 0.000
C 0.96479 -2.82260 -0.76549 0.0 0.1 -0.1 0.031
C -0.61949 -0.56709 4.72621 0.2 -0.2 0.1 0.000
C 0.03280 -4.81121 -1.76291 0.0 0.0 0.0 0.005
C -1.44214 -2.24054 3.01856 0.0 0.1 0.1 -0.003
C -3.18310 -3.35683 4.87258 0.0 0.0 0.0 0.000
C 0.88777 -2.14406 -1.99084 0.0 -0.1 0.0 0.010
C -2.52219 1.20628 -0.56624 -0.2 -0.1 0.0 -0.007
C 0.46907 -0.76196 -4.36420 0.0 0.1 0.1 -0.152
C -1.55050 2.31106 -0.42442 -0.2 0.1 0.0 0.138
C -4.16384 -1.00173 -0.93706 0.0 -0.1 0.0 0.017
C -1.49185 3.36174 -1.49310 0.1 0.0 -0.1 0.007
C 0.20012 -2.10312 -4.34610 0.0 0.0 0.0 0.334
C 2.17166 -0.21832 -1.07035 -0.3 0.0 -0.3 -0.006
C 0.97157 -0.10129 -3.24378 -0.1 -0.1 -0.3 0.352
C 0.34029 -2.81526 -3.11174 0.0 0.0 0.0 -0.060
C -2.83842 -1.20034 -0.59080 -0.1 0.1 -0.1 -0.012
C -1.48884 -1.72384 4.31250 -0.1 0.1 0.0 0.002
C -0.53265 1.28734 2.58495 -0.1 -0.1 0.2 0.035
C -3.84848 1.37538 -0.94426 0.1 0.0 0.1 0.026
C 3.73880 3.36543 -1.93655 0.0 0.0 0.0 0.003
C 0.55129 -4.13835 -0.66017 0.0 0.0 0.0 0.041
C -2.25170 -3.30840 2.66448 0.0 0.0 0.0 -0.001
C -4.67875 0.27809 -1.11699 0.0 0.0 0.0 -0.007
C -0.07236 -4.14582 -2.96799 0.0 0.0 0.0 0.040
C -2.00153 -0.09667 -0.40656 0.1 0.1 0.1 -0.051
C 4.51749 1.09328 0.98638 0.1 0.1 0.0 0.005
C 1.30416 5.01771 1.23295 0.0 0.0 0.0 0.004
H -4.23641 2.37724 -1.08828 0.0 0.0 0.0 0.000
H 3.70456 0.36780 0.96316 0.0 0.0 -0.1 0.002
H -2.19959 -3.69804 1.65701 0.0 0.0 -0.1 0.002
H -0.71412 4.09013 -1.27031 0.0 0.0 0.0 0.002
H 3.00132 3.39669 -2.73662 0.0 0.0 0.0 -0.001
H -2.41820 -2.19152 -0.49327 0.1 -0.1 0.0 0.002
H 4.62340 3.94399 -2.19557 0.0 0.0 0.0 0.000
H -4.80709 -1.86194 -1.08496 0.0 0.0 0.0 0.001
H -0.19861 -2.61619 -5.21195 0.0 0.0 0.0 0.028
H -3.86288 -3.78345 5.60100 0.0 0.0 0.0 0.000
H 0.62423 -4.63998 0.29698 0.0 0.0 0.0 0.005
H -5.71562 0.41651 -1.39589 0.0 0.0 0.0 0.000
H 2.64452 -1.01920 -0.50769 -0.1 0.0 0.0 0.001
H 0.41241 4.52610 0.84103 0.0 0.0 0.0 0.001
H 0.26484 -0.14023 -5.22490 0.0 0.0 0.0 -0.007
H -0.28609 -5.84259 -1.67437 0.0 0.0 0.0 0.006
H -0.48201 -4.64835 -3.83761 0.0 0.0 0.0 -0.002
H 5.15811 1.02117 0.10763 -0.1 -0.2 0.0 -0.002
H -0.78375 -1.79247 2.28438 0.1 0.1 -0.1 0.001
H 5.13336 0.92373 1.86735 -0.1 0.0 0.0 0.000
H -2.45943 3.87666 -1.50392 0.0 0.0 0.0 0.003
H 1.05374 5.50890 2.17246 0.0 0.0 0.0 0.000
H 1.31896 -2.30172 0.11071 0.0 0.0 0.0 0.004
H 1.67626 5.75694 0.52150 0.0 0.0 0.0 0.000
H -2.41960 -1.88891 6.23457 0.0 0.0 0.0 0.000
H -3.75530 -4.70356 3.30138 0.0 0.0 0.0 0.000
H 4.05535 2.33338 -1.77349 0.0 0.0 0.0 -0.001
H 0.39725 -0.68642 4.34952 0.0 0.1 0.0 0.000
H -1.30952 2.95403 -2.48620 0.0 0.0 0.0 0.001
H -0.56476 -0.52713 5.81572 0.0 0.0 0.0 0.000
H 2.98302 0.29009 -1.59961 -0.1 0.1 0.1 0.005
```
Forces are in eV/Å.

net charge = -2
2S+1 = 3
E_tot = -4062.6194 hartree
E_LUMO (spin up / spin down) = 0.1435 / 0.1433 hartree

---

The following is a quantum chemistry calculation of a molecular structure, C30H31LuN6O4P2, from the OMol25 dataset.

```
74
Properties=species:S:1:pos:R:3:forces:R:3:mulliken_charge:R:1
Lu -0.45865 -0.01347 -0.49843 0.8 -1.2 -1.2 1.449
P -1.44075 -1.94601 1.17811 -0.3 -0.6 1.1 1.905
P -2.98459 0.96721 -0.94036 -0.5 0.0 -1.0 0.916
O -0.35565 1.35190 0.97571 -0.1 0.6 0.7 -0.444
O 3.35034 -2.27032 -1.60245 0.4 0.0 0.0 -0.433
O 0.57741 3.37856 1.28708 -0.1 -0.1 0.0 -0.598
O 1.21000 -1.63658 -1.41927 -0.3 0.0 0.0 -0.548
N -0.17763 1.86754 -1.97996 -0.3 0.3 0.1 0.208
N -2.34520 -1.85406 3.79976 -0.1 0.0 0.3 0.203
N -2.47387 2.28292 -1.94147 -0.1 0.2 0.3 -0.063
N 1.80426 0.39928 0.01982 0.1 0.3 0.1 0.154
N -0.50973 -3.38610 3.36454 0.1 -0.1 0.2 0.174
N -2.74634 -3.92282 2.60392 -0.1 -0.2 0.2 0.180
C 2.40975 -1.46008 -1.22070 -0.3 0.1 0.0 0.270
C -0.94501 4.13753 -2.17209 0.0 0.1 0.0 -0.948
C -1.08492 -2.40805 4.28839 0.0 0.0 -0.1 -0.949
C 0.34625 4.58336 -2.31722 -0.1 -0.1 0.0 -0.583
C -2.63915 -3.41352 1.26503 0.2 0.2 -0.4 -1.117
C 2.85659 -0.23696 -0.49846 0.1 0.0 0.0 0.112
C 1.38390 3.65028 -2.37677 0.0 0.0 -0.1 -0.776
C -4.75897 1.31012 -0.83557 0.2 -0.1 0.4 0.329
C -3.26927 -2.86736 -2.33726 -0.1 0.0 0.1 -0.745
C -1.48510 -4.44633 3.12367 0.0 0.1 -0.1 -0.937
C -1.85495 -0.58059 -3.06469 -0.4 0.1 -0.1 -0.046
C -1.63365 -1.78666 -3.72521 0.1 -0.1 0.0 -0.813
C 4.14064 0.25664 -0.39872 0.0 -0.1 0.0 -0.663
C 1.07400 2.32683 -2.22208 0.1 0.0 -0.1 -0.523
C -5.15294 2.14319 0.21623 0.1 -0.1 0.0 -0.489
C -6.48852 2.47486 0.37011 0.0 0.0 0.0 -0.750
C 4.31320 1.48265 0.24987 0.0 0.0 0.0 -0.494
C 0.63043 2.20746 1.02912 0.7 0.4 0.3 -0.105
C -5.70530 0.80063 -1.72136 0.1 0.0 -0.1 -0.255
C -3.28213 -2.94409 3.54911 0.1 0.0 -0.1 -0.979
C -0.04723 -2.78200 2.13875 0.0 0.2 -0.2 -1.259
C 1.96512 1.56751 0.62779 -0.3 -0.1 0.0 0.809
C -7.04051 1.13097 -1.55184 0.0 0.0 0.0 -0.784
C -1.17972 2.76875 -2.00827 0.1 -0.2 -0.2 0.624
C -2.33162 -2.92681 -3.36122 0.1 0.0 -0.1 -0.713
C 3.21565 2.15834 0.75726 0.0 0.0 0.0 -0.855
C -2.80384 -0.51268 -2.03390 -0.1 0.2 0.1 -0.203
C -3.49320 -1.67591 -1.66799 0.0 0.0 0.0 -0.624
C -2.16726 -1.00495 2.64758 0.1 0.0 -0.2 -1.165
C -7.43152 1.96028 -0.50909 0.0 0.0 0.0 -0.507
H -3.83932 -3.74785 -2.06937 0.0 0.0 0.0 0.518
H 0.72061 -2.03684 2.36709 0.0 0.0 0.0 0.457
H -4.24293 -1.62071 -0.88570 0.0 -0.1 0.0 0.785
H 3.01638 -3.05465 -2.06467 -0.2 0.0 -0.1 0.410
H -1.77716 4.82848 -2.17645 0.0 0.0 0.1 0.449
H -6.79198 3.12265 1.18127 0.0 0.0 0.0 0.435
H -3.13167 -0.58693 2.34690 0.0 0.0 0.0 0.457
H 2.40370 3.95914 -2.55367 0.0 0.0 0.0 0.508
H -4.40893 2.52153 0.90928 -0.1 0.0 0.0 0.402
H -1.50649 -0.17130 2.89442 0.0 0.0 0.0 0.452
H -7.77925 0.73941 -2.23799 0.0 0.0 0.0 0.438
H -3.47892 -3.45293 4.49269 0.0 0.0 0.0 0.297
H 5.30308 1.90903 0.34163 0.0 0.0 0.0 0.495
H -0.93207 -1.82135 -4.54850 0.0 0.0 0.0 0.543
H -2.27383 -4.19611 0.59682 0.0 0.0 0.0 0.437
H -1.27519 -2.90657 5.23878 0.0 0.0 0.0 0.296
H 0.55823 5.64075 -2.39668 0.0 0.0 0.0 0.469
H -2.16834 -3.85468 -3.89262 0.0 0.0 0.0 0.451
H 1.84001 1.56775 -2.31780 0.1 0.0 0.1 0.538
H -5.40856 0.16354 -2.54373 0.0 0.0 0.0 0.421
H 3.29970 3.12678 1.23157 0.0 0.0 0.0 0.590
H 4.97916 -0.28236 -0.81684 0.0 0.0 0.0 0.609
H -1.38495 0.32050 -3.43606 0.1 0.0 0.1 0.426
H -1.07231 -5.17500 2.42408 0.0 0.0 0.0 0.391
H -3.17782 3.00597 -2.01790 0.0 0.0 -0.1 0.408
H -1.68828 -4.94598 4.07070 0.0 0.0 0.0 0.319
H -4.22046 -2.54129 3.16404 0.0 0.0 0.0 0.388
H -0.37029 -1.59938 4.45063 0.0 0.0 0.0 0.391
H 0.40057 -3.55041 1.50343 0.0 0.0 0.0 0.473
H -3.62074 -3.09005 0.91413 0.0 0.0 0.0 0.354
H -8.47668 2.20570 -0.37677 0.0 0.0 0.0 0.427
```
Forces are in eV/Å.

net charge = +2
2S+1 = 1
E_tot = -3709.2322 hartree
E_LUMO = -0.2363 hartree

---

Record-wise energy above the lowest of the compared OMol25 structures with the same formula, charge and spin values, in kcal/mol: 66.0, 9.6, 16.8